No. 1
Here is a cluster of 6 separate species, C8H27BrN9O5 in total at a distorted geometry from the Open Molecules 2025 dataset. Energies are from ωB97M-V/def2-TZVPD.

Output
Maximum force ... 7.7 eV/A
Orbital gap ... 9.8 eV
Multiplicity ... 1
Charge ... -1
E ... -3764.2226 hartree

Element x y z (Å)
Br (-0.70360, 0.34028, 0.67464)
O (2.47060, 3.47715, 3.53951)
O (-4.82075, 2.36448, 3.41256)
O (3.71749, -2.27587, -2.93366)
O (-5.25480, -2.40265, 1.50470)
O (0.72600, 1.51202, -4.65287)
N (0.12417, 1.81965, -2.49308)
N (0.42954, 2.85199, 3.16661)
N (2.00842, 1.78528, 2.26297)
N (-3.53547, -1.50388, 0.48330)
N (-0.06672, -0.02755, -3.28834)
N (-2.71254, 1.86295, 3.34595)
N (2.56704, -0.81832, 0.26831)
N (-3.41182, -1.88577, 2.62805)
N (-3.96790, 1.50927, 1.67462)
C (2.71784, -1.88998, -0.70668)
C (-3.89558, 1.94189, 2.84599)
C (-4.15386, -1.96739, 1.54349)
C (1.34593, -2.47072, -1.00627)
C (3.35112, -1.27526, -2.00819)
C (1.67895, 2.77318, 2.99800)
C (0.24684, 1.15562, -3.59838)
C (3.70960, -1.75000, -4.23744)
H (-0.13905, 2.15729, 2.70378)
H (4.26931, -0.82542, -4.37868)
H (0.58039, -1.75525, -1.30653)
H (0.96262, -2.89081, -0.07638)
H (-3.78091, -2.21905, 3.50714)
H (4.20511, -0.60085, -1.94524)
H (1.62123, -0.47896, 0.16645)
H (-0.03465, -0.80600, -3.93106)
H (3.32921, -2.74048, -0.40504)
H (-3.86280, -1.54464, -0.47132)
H (-1.95779, 1.42845, 2.83441)
H (-2.62832, -1.11462, 0.69698)
H (-0.31916, -0.10883, -2.31379)
H (3.97356, -2.50693, -4.97600)
H (2.64175, -0.52695, -2.36162)
H (0.09857, 3.49780, 3.86911)
H (-0.10825, 1.50489, -1.56194)
H (1.34630, 1.11983, 1.89033)
H (-4.83910, 1.49531, 1.16382)
H (-3.11129, 1.13645, 1.29078)
H (2.71084, -1.39873, -4.49662)
H (0.21204, 2.82322, -2.56530)
H (2.99969, 1.63277, 2.14372)
H (-2.61593, 2.16790, 4.30396)
H (1.29165, -3.20555, -1.80950)
H (-2.56553, -1.33649, 2.58126)
H (3.15001, -0.03072, 0.02349)

---

No. 2
Here is a structure of composition C3H2O2Sm at a distorted geometry from the Open Molecules 2025 dataset. Energies are from ωB97M-V/def2-TZVPD.

Output
Maximum force ... 3.9 eV/A
Orbital gap (spin up / spin down) ... 4.5 / 4.6 eV
⟨S²⟩ ... 12.01
Multiplicity ... 7
Charge ... 0
E ... -923.6195 hartree

Element x y z (Å)
Sm (-0.53303, 1.91321, -0.69338)
O (-0.36928, -1.57055, 0.87697)
O (1.00936, -1.57236, -0.69382)
C (0.83156, -2.02648, 1.48207)
C (-0.18609, -1.16150, -0.38286)
C (1.74715, -1.59792, 0.53004)
H (2.72420, -2.06449, 0.39733)
H (1.25810, 0.81917, 0.26902)

---

No. 3
Here is a cluster of 2 separate species, C5H7Cl2NOS in total at a distorted geometry from the Open Molecules 2025 dataset. Energies are from ωB97M-V/def2-TZVPD.

Output
Maximum force ... 4.7 eV/A
Orbital gap (spin up / spin down) ... 6.9 / 7.0 eV
⟨S²⟩ ... 2.04
Multiplicity ... 3
Charge ... 0
E ... -1643.1534 hartree

Element x y z (Å)
Cl (-0.16164, 3.43325, 0.97913)
Cl (2.50256, -0.47845, 1.08545)
S (-0.25575, 2.34055, -0.80042)
O (0.54961, -2.90799, 0.09331)
N (-1.04917, -1.23688, 0.49694)
C (1.35612, 0.28151, -1.57365)
C (-0.28467, -2.14905, 0.27513)
C (1.29140, 0.71999, 0.90331)
C (-2.36121, -0.80431, 0.58169)
C (0.83210, 1.03391, -0.34747)
H (-2.84808, -0.35616, -0.29149)
H (1.12273, 0.73693, -2.49737)
H (1.24863, 1.34599, 1.77893)
H (-2.98227, -1.59980, 0.98230)
H (-2.41230, 0.05595, 1.31302)
H (0.97185, -0.72414, -1.51345)
H (2.48008, 0.30870, -1.46534)

---

No. 4
Here is a structure of composition C24H26BF5N10O4S3Ti from the Open Molecules 2025 dataset. Energies are from ωB97M-V/def2-TZVPD.

Output
Maximum force ... 0.8 eV/A
Orbital gap (spin up / spin down) ... 6.1 / 6.7 eV
⟨S²⟩ ... 0.76
Multiplicity ... 2
Charge ... +1
E ... -4346.9203 hartree

Element x y z (Å)
Ti (0.51446, 0.42191, -1.22616)
S (1.77323, 1.55877, 3.04940)
S (2.94672, 1.18814, -1.93124)
S (0.55080, -0.32169, 1.43394)
F (3.11152, -3.45879, 4.49712)
F (1.19267, -1.64430, 4.01244)
F (4.68584, -4.35718, 2.47339)
F (2.40386, -1.59565, -0.53960)
F (4.30643, -3.42873, -0.05645)
O (4.14041, 0.43840, -1.75916)
O (1.79914, 0.27238, -2.59062)
O (2.16432, 1.29036, -0.59894)
O (2.96222, 2.43823, -2.60422)
N (-1.70802, 1.33366, 0.22487)
N (-3.88290, 0.20108, -0.17836)
N (-0.55980, -1.34146, -1.15999)
N (-2.28943, 0.61050, -2.09734)
N (3.87765, 0.71966, 1.67604)
N (-1.05279, 0.89205, -2.58724)
N (4.12421, 0.80911, 3.95954)
N (-0.51626, 1.86861, -0.17202)
N (-1.74188, -1.18219, -0.47497)
N (-4.30102, -0.60142, 0.83815)
C (-0.01622, 1.60484, -4.73297)
C (-1.42785, -3.35478, -0.79504)
C (-6.26220, -0.85514, 2.27695)
C (-5.50256, -0.18381, 1.18649)
C (3.54850, -2.98976, 0.94034)
C (-1.41349, 3.23666, 1.32394)
C (3.37777, 0.99889, 2.86756)
C (-1.16898, 1.20799, -3.87987)
C (5.20590, 0.19450, 1.43523)
C (-4.82782, 1.15048, -0.43195)
C (1.73820, -1.55879, 1.71785)
C (3.73972, -3.46597, 2.23127)
C (-5.88540, 0.93048, 0.40563)
C (-2.51686, 1.09475, -4.24497)
C (2.93174, -3.00299, 3.26544)
C (-3.17850, 0.70863, -3.09848)
C (0.77305, -3.19055, -2.15385)
C (1.94346, -2.06844, 3.00354)
C (-0.32549, 3.02249, 0.47058)
C (-0.36932, -2.64849, -1.36957)
C (0.86838, 3.88291, 0.24842)
C (-2.26638, -2.39882, -0.26033)
C (-2.25536, 2.16254, 1.13153)
C (2.56299, -2.04876, 0.71250)
B (-2.44923, 0.21040, -0.59622)
H (-3.21571, 1.92957, 1.55976)
H (0.60608, 4.92078, 0.44620)
H (5.28028, -0.06624, 0.38199)
H (-1.57580, -4.41921, -0.79936)
H (-4.67101, 1.92283, -1.16558)
H (3.30295, 0.99667, 0.88685)
H (-7.30407, -1.00029, 1.99413)
H (-6.24775, -0.25601, 3.18782)
H (0.38656, -3.86622, -2.91676)
H (-3.20982, -2.48252, 0.24667)
H (1.66690, 3.59281, 0.93079)
H (-0.32064, 2.41659, -5.39234)
H (-6.80664, 1.48306, 0.45436)
H (5.09682, 0.55497, 3.90557)
H (-4.21868, 0.49146, -2.93044)
H (0.83653, 1.93941, -4.14873)
H (1.34540, -2.40519, -2.64507)
H (-1.56774, 4.07799, 1.97448)
H (5.97962, 0.93211, 1.66251)
H (3.70396, 0.92766, 4.86484)
H (1.44759, -3.76307, -1.51819)
H (-5.82213, -1.82489, 2.49845)
H (-2.93584, 1.28103, -5.21709)
H (1.24080, 3.80526, -0.77212)
H (5.37384, -0.70944, 2.02640)
H (0.30304, 0.77015, -5.35774)

---

No. 5
Here is a structure of composition C11H14F9N3O5S2 at a distorted geometry from the Open Molecules 2025 dataset. Energies are from ωB97M-V/def2-TZVPD.

Output
Maximum force ... 7.6 eV/A
Orbital gap ... 6.5 eV
Multiplicity ... 1
Charge ... 0
E ... -2663.0099 hartree

Element x y z (Å)
S (4.13638, 1.94681, -1.30509)
S (6.34972, 2.75945, -2.53614)
F (0.75085, -0.15576, 1.90787)
F (6.88615, 1.33902, -4.70830)
F (8.52128, 2.58438, -4.04345)
F (2.95479, -0.06976, -2.56333)
F (8.04070, 0.76754, -2.97942)
F (-0.29381, -1.80041, 0.74889)
F (4.10438, -0.66527, -0.84333)
F (1.82060, -1.24007, 0.30399)
F (2.18961, 0.30934, -0.57516)
O (0.11183, 0.19575, -0.26902)
O (7.15816, 3.18299, -1.42374)
O (3.14958, 2.84603, -1.85514)
O (5.85351, 3.82157, -3.37155)
O (4.46139, 2.16944, 0.08031)
N (-3.26229, -0.65260, 0.33954)
N (5.34090, 1.56247, -2.25368)
N (-2.67766, -0.11165, -1.73254)
C (-4.21440, -1.30397, -0.47012)
C (-1.10042, 0.84239, 0.11793)
C (-4.42123, -2.81454, 2.45911)
C (-2.34557, 0.02594, -0.40299)
C (-4.02858, -0.93473, 4.15231)
C (3.31306, 0.31545, -1.32002)
C (0.55522, -0.70179, 0.67524)
C (-3.11228, -0.59615, 1.82076)
C (-4.31783, -1.23410, 2.60511)
C (-3.81318, -0.92364, -1.79586)
C (7.50044, 1.82802, -3.61174)
H (-5.04826, -1.93439, -0.10907)
H (-3.82938, -3.20888, 1.59386)
H (-4.34370, -1.23429, -2.72243)
H (-3.12615, 0.50310, 2.08698)
H (-2.16030, 0.32724, -2.49841)
H (-4.11078, -3.30654, 3.41759)
H (-2.12931, -0.99894, 2.18687)
H (-1.17257, 1.07928, 1.20656)
H (-5.30592, -0.76584, 2.36052)
H (-1.14476, 1.82853, -0.42771)
H (-4.65743, -1.55712, 4.83149)
H (-4.15582, 0.16925, 4.33238)
H (-5.50417, -3.06476, 2.30431)
H (-2.92277, -1.12877, 4.28663)

---

No. 6
Here is the molecule C5H10O from the Open Molecules 2025 dataset. Energies are from ωB97M-V/def2-TZVPD.

Output
Maximum force ... 0.4 eV/A
Orbital gap ... 7.2 eV
Multiplicity ... 1
Charge ... 0
E ... -271.5169 hartree

Element x y z (Å)
O (0.48927, 1.08513, 0.91878)
C (0.89967, 1.56901, -0.69770)
C (0.38410, -0.37497, 0.25562)
C (-1.10876, -0.58409, 0.15285)
C (1.71593, 1.67604, 0.49770)
C (-1.38073, -1.98846, -0.37675)
H (2.59120, 1.02892, 0.52689)
H (1.14604, 0.92937, -1.52798)
H (-2.45305, -2.16220, -0.51726)
H (-1.55159, 0.14225, -0.54421)
H (1.82094, 2.63879, 0.99089)
H (0.18832, 2.37200, -0.86549)
H (-1.00266, -2.74177, 0.32392)
H (-0.87056, -2.12908, -1.33553)
H (0.76582, -1.00394, 1.08072)
H (-1.63394, -0.45700, 1.11754)

---

No. 7
Here is the molecule C5H10O at a distorted geometry from the Open Molecules 2025 dataset. Energies are from ωB97M-V/def2-TZVPD.

Output
Maximum force ... 2.3 eV/A
Orbital gap ... 10.5 eV
Multiplicity ... 1
Charge ... 0
SMILES string ... C[C@H]1CC[C@H]1O
E ... -271.6693 hartree

Element x y z (Å)
O (1.26214, 1.21080, -1.05071)
C (0.14278, 0.92456, 1.47040)
C (-0.79122, -0.27717, -1.23512)
C (0.71463, -0.07457, -0.81518)
C (-0.95637, -1.04601, 0.12143)
C (0.26557, -0.37189, 0.67860)
H (1.64484, 1.23996, -1.93945)
H (-0.72972, -2.09912, -0.08759)
H (-1.59284, -1.10983, 1.02672)
H (-0.08995, 1.81802, 0.88549)
H (-0.59006, 0.79576, 2.27351)
H (-1.29693, 0.68879, -1.32497)
H (1.36748, -0.84166, -1.24711)
H (1.12063, 1.09753, 1.93860)
H (0.48149, -1.12125, 1.48001)
H (-0.95245, -0.83391, -2.17464)

---

No. 8
Here is a cluster of 2 separate species, C4H5NOS in total at a distorted geometry from the Open Molecules 2025 dataset. Energies are from ωB97M-V/def2-TZVPD.

Output
Maximum force ... 8.3 eV/A
Orbital gap ... 7.5 eV
Multiplicity ... 1
Charge ... 0
E ... -683.4420 hartree

Element x y z (Å)
S (2.41170, 0.07640, 0.14031)
O (-1.62066, -2.09188, 0.23782)
N (-1.72571, 1.80696, -0.03276)
C (-1.54366, -0.89226, -0.05461)
C (-0.32604, -0.01380, -0.31537)
C (-0.43374, 1.31933, -0.12133)
C (0.95699, -0.65554, -0.31168)
H (1.04337, -1.74168, -0.30504)
H (-1.89973, 2.77635, 1.05744)
H (-2.60682, 1.39343, -0.02730)
H (0.42768, 2.09280, 0.10677)
H (-2.42768, -0.20331, 0.06790)